# C25H33BrI3N6O5SW

C25H33BrI3N6O5SW as an isolated structure at a distorted geometry (wB97M-V/def2-TZVPD, OMol25).

Last column: Löwdin spin population.
CARTESIAN COORDINATES (ANGSTROEM)
W -0.112732 -0.245561 -0.442078  1.71
I -3.449337 -4.263279 5.505549  0.00
C -2.516419 -2.994197 4.161413  0.00
C -2.390479 -1.640064 4.449789  0.00
C -1.772695 -0.795217 3.539298  0.00
I -1.684416 1.226962 4.086837  0.00
C -1.263668 -1.257056 2.329836  0.01
O -0.629892 -0.413679 1.473312  0.07
C -1.385070 -2.624151 2.085029  0.01
C 0.408961 -3.343806 0.727920  0.00
N 1.112543 -2.056592 0.388372  0.01
C 2.412751 -2.368576 -0.226614  0.00
C 2.951630 -1.157314 -0.908300  0.01
C 4.269407 -1.110741 -1.347866  0.00
C 4.719985 0.003240 -2.022765  0.01
C 3.828485 1.053577 -2.239055  0.00
C 2.540594 0.932442 -1.781518  0.01
N 2.087402 -0.153295 -1.107530  0.01
C -2.009490 -3.484657 2.965724  0.00
H -2.775161 -1.245643 5.379369  0.00
H 0.559229 -4.026906 -0.108688  0.00
H 0.865817 -3.762388 1.632264  0.00
H 1.291499 -1.609488 1.289111  0.00
H 2.277689 -3.170488 -0.957967  0.00
H 3.126459 -2.737460 0.515065  0.00
H 4.919700 -1.954963 -1.161709  0.00
H 5.737412 0.055613 -2.385375  0.00
H 4.124147 1.944798 -2.773138  0.00
H 1.819816 1.713097 -1.983524  0.00
H -2.099182 -4.528538 2.700288  0.00
N 1.171309 3.079169 3.319153  0.00
C 0.546019 3.753235 2.132381  0.00
C 0.017091 2.695955 1.179273  0.00
N 1.013944 1.686512 0.755986  0.01
C 1.726922 1.139768 1.934047  0.00
C 2.296604 2.196606 2.865987  0.00
H 0.454535 2.502116 3.791823  0.00
H 1.501840 3.770892 3.996309  0.00
H 1.316308 4.387734 1.693342  0.00
H -0.272481 4.380277 2.484432  0.00
H -0.375949 3.198238 0.298110  0.00
H -0.807318 2.161366 1.649388  0.00
H 1.695847 2.140670 0.153541  0.00
H 2.544092 0.500388 1.596824  0.00
H 1.007024 0.528366 2.480088  0.00
H 3.028099 2.843548 2.379616  0.00
H 2.755380 1.742190 3.742494  0.00
Br 0.914340 -1.992023 -5.847844  0.00
C 0.281498 -0.585288 -4.794097  0.00
C -0.298543 0.547319 -5.351763  0.01
C -0.738616 1.541806 -4.496521  0.00
C -0.624468 1.368850 -3.130860  0.01
N -0.073021 0.273563 -2.588460  0.02
C 0.383644 -0.677780 -3.422727  0.02
H -0.397473 0.645479 -6.424586  0.00
H -1.187232 2.445081 -4.884535  0.00
H -0.991346 2.113850 -2.442971  0.00
H 0.843008 -1.551838 -2.976038  0.01
C -1.723734 -3.233488 -1.998853  0.00
S -2.009842 -1.587454 -1.401706  -0.01
O -2.480277 -0.832420 -2.556033  -0.01
O -2.965461 -1.700325 -0.292061  0.00
O -0.941842 -3.144146 0.873234  0.01
H -2.641389 -3.456247 -2.544932  0.00
H -1.590171 -3.916690 -1.168736  0.00
H -0.881851 -3.243655 -2.688652  0.00
N -3.779990 0.815982 0.149869  0.01
C -2.836367 1.578767 -0.317118  0.01
O -1.629989 1.187264 -0.469975  0.03
C -3.147642 3.002148 -0.660258  0.00
I -3.242197 4.213820 1.094788  0.00
H -3.607121 -0.196344 0.291101  0.00
H -4.715215 1.181954 0.255072  0.00
H -4.120451 3.086698 -1.137906  0.00
H -2.382503 3.422392 -1.303250  0.00

Forces on the atoms, in the same order (eV/Å):
0.324 0.095 1.054
-0.022 -0.025 0.028
0.021 0.044 -0.013
0.009 -0.023 -0.048
-0.065 -0.041 0.235
-0.368 -0.200 0.164
0.264 0.140 -0.074
-0.378 -0.030 -0.529
-0.017 -0.213 -0.112
0.080 0.004 0.084
-0.171 0.214 -0.073
0.074 -0.022 0.034
0.062 -0.002 0.003
-0.064 -0.022 0.051
-0.044 0.053 -0.031
0.019 -0.062 0.023
0.017 0.021 0.048
-0.130 0.088 -0.169
0.006 0.120 0.032
-0.013 -0.009 0.020
-0.062 0.046 0.016
-0.005 0.004 -0.066
0.054 -0.046 -0.069
-0.022 0.057 -0.019
-0.040 -0.038 -0.028
0.013 -0.009 0.001
0.025 0.010 0.003
0.016 0.015 -0.012
0.001 -0.004 0.041
-0.007 -0.035 -0.009
0.251 0.134 -0.076
0.063 -0.032 0.117
-0.007 0.015 -0.112
-0.056 -0.073 0.204
0.037 0.009 0.014
-0.055 0.124 0.029
0.019 -0.054 -0.001
0.017 -0.011 -0.043
-0.025 0.014 -0.036
0.014 -0.012 -0.038
0.061 -0.007 0.024
0.105 0.088 -0.086
0.027 -0.034 -0.009
0.025 0.023 -0.031
0.088 0.024 0.002
0.018 -0.032 0.013
-0.011 -0.029 -0.013
0.016 -0.034 -0.030
-0.007 0.015 0.026
0.014 -0.005 0.012
-0.009 0.005 0.029
0.037 -0.041 -0.028
-0.028 0.040 -0.420
-0.006 0.034 0.032
0.002 -0.003 -0.004
-0.003 0.005 -0.005
0.017 -0.020 -0.030
-0.035 0.023 -0.016
0.006 -0.028 0.018
-0.259 0.127 -0.098
-0.034 -0.100 0.120
0.086 -0.082 0.115
-0.090 0.095 0.058
0.003 -0.077 -0.019
-0.041 -0.030 -0.005
0.001 0.028 -0.051
0.088 -0.179 0.116
0.055 -0.029 0.143
0.289 -0.276 -0.222
-0.101 0.012 -0.071
-0.111 0.060 0.031
-0.014 0.191 -0.219
-0.017 -0.006 -0.011
0.016 0.011 -0.010
-0.022 -0.010 -0.003

The spin multiplicity is 3. The value obtained for the HOMO energy (alpha / beta) is -14.90 / -14.93 eV. The calculation puts the max |F| at 1.11 eV/Å. The net charge is +3.